(1)
The following is a quantum chemistry calculation of a molecular structure, C25H35Br57NOS at a distorted geometry, from OMol25.

Geometry (Å):
C  5.62  2.38  0.85
O  5.60  1.35  -0.22
C  4.61  0.34  0.22
C  3.56  0.12  -1.02
C  2.01  0.49  -0.52
S  1.30  2.02  -1.34
C  0.15  2.98  -0.22
C  -1.21  2.17  0.23
N  -0.99  0.75  0.71
H  4.62  3.02  0.81
H  5.78  1.92  1.93
H  6.52  3.13  0.62
H  5.19  -0.65  0.50
H  4.08  0.75  1.21
H  3.58  -1.05  -1.26
H  3.86  0.66  -2.01
H  1.95  0.55  0.65
H  1.36  -0.46  -0.84
H  2.43  2.88  -1.50
H  0.75  3.44  0.69
H  -0.23  3.92  -0.85
H  -1.66  2.78  1.15
H  -2.05  2.21  -0.60
H  -1.16  0.05  -0.05
H  -1.51  0.53  1.58
C  7.92  -1.39  1.82
Br  8.11  -3.19  1.10
Br  6.50  -1.29  3.15
Br  9.60  -0.70  2.50
H  7.62  -0.75  0.99
C  2.24  1.53  -5.75
Br  1.39  0.33  -4.47
Br  1.36  3.27  -5.79
Br  4.15  1.69  -5.44
H  2.11  1.09  -6.74
C  -4.46  -1.26  0.55
Br  -4.80  0.66  0.61
Br  -3.75  -1.81  -1.18
Br  -3.32  -1.84  2.01
H  -5.42  -1.76  0.68
C  -3.41  5.07  -0.84
Br  -3.21  4.15  -2.54
Br  -4.08  6.88  -1.07
Br  -4.50  4.06  0.41
H  -2.41  5.16  -0.40
C  -4.24  5.27  4.45
Br  -3.63  3.43  4.22
Br  -4.08  5.85  6.30
Br  -3.35  6.49  3.23
H  -5.31  5.28  4.20
C  -3.84  7.07  9.92
Br  -4.68  5.88  11.20
Br  -4.71  8.81  9.87
Br  -1.92  7.23  10.23
H  -3.96  6.63  8.93
C  -3.45  -5.97  1.51
Br  -2.80  -6.35  -0.28
Br  -5.22  -5.18  1.49
Br  -3.36  -7.53  2.66
H  -2.77  -5.22  1.94
C  -5.27  -4.88  -3.15
Br  -3.85  -5.01  -4.48
Br  -6.44  -3.36  -3.48
Br  -6.27  -6.54  -2.99
H  -4.78  -4.70  -2.19
C  11.54  -5.08  1.79
Br  12.15  -6.91  1.55
Br  11.71  -4.50  3.64
Br  12.43  -3.86  0.56
H  10.48  -5.06  1.54
C  -0.42  -6.31  -6.69
Br  1.15  -6.50  -5.56
Br  -0.09  -5.16  -8.21
Br  -1.13  -8.04  -7.23
H  -1.20  -5.83  -6.08
C  4.87  -4.06  6.06
Br  5.08  -4.98  4.36
Br  4.20  -2.25  5.82
Br  3.79  -5.08  7.31
H  5.87  -3.98  6.49
C  -4.57  2.71  -6.44
Br  -5.20  1.22  -5.36
Br  -2.63  2.77  -6.54
Br  -5.39  2.71  -8.21
H  -4.90  3.63  -5.94
C  -5.93  9.39  3.34
Br  -5.72  8.47  1.64
Br  -6.60  11.20  3.11
Br  -7.01  8.38  4.60
H  -4.93  9.48  3.78
C  -9.73  2.49  -6.98
Br  -9.12  0.66  -7.21
Br  -9.57  3.08  -5.13
Br  -8.84  3.71  -8.20
H  -10.80  2.51  -7.22
C  2.76  -3.93  11.40
Br  3.26  -5.78  11.77
Br  4.29  -2.88  10.81
Br  1.28  -3.81  10.15
H  2.42  -3.49  12.34
C  4.89  -5.62  -4.61
Br  4.05  -6.82  -3.33
Br  4.02  -3.88  -4.66
Br  6.80  -5.46  -4.30
H  4.76  -6.07  -5.60
C  -2.12  8.90  -4.41
Br  -1.51  7.07  -4.65
Br  -1.95  9.49  -2.57
Br  -1.23  10.13  -5.64
H  -3.18  8.92  -4.66
C  0.03  -1.13  7.58
Br  0.08  -2.73  6.48
Br  1.77  -0.71  8.34
Br  -0.73  0.39  6.63
H  -0.64  -1.35  8.42
C  1.82  -9.83  -9.53
Br  3.39  -10.01  -8.40
Br  2.15  -8.67  -11.06
Br  1.11  -11.56  -10.07
H  1.04  -9.35  -8.93

Results
**Net charge**: +1
**Energy above the lowest of the compared OMol25 structures with the same formula, charge and spin**: 4.069 eV
**Gap between HOMO and LUMO**: 8.327 eV
**E_HOMO**: -11.3 eV

Atomic partial charges in e from the Mulliken method, atoms 1 to 99: number 1, C, carries -0.50; number 2, O, carries -0.37; number 3, C, carries -0.11; number 4, C, carries -0.24; number 5, C, carries -0.60; number 6, S, carries 0.05; number 7, C, carries -0.40; number 8, C, carries -0.13; number 9, N, carries -0.35; number 10, H, carries 0.18; number 11, H, carries 0.22; number 12, H, carries 0.24; number 13, H, carries -0.06; number 14, H, carries 0.38; number 15, H, carries 0.30; number 16, H, carries 0.21; number 17, H, carries 0.42; number 18, H, carries 0.28; number 19, H, carries 0.25; number 20, H, carries 0.40; number 21, H, carries 0.24; number 22, H, carries 0.13; number 23, H, carries 0.06; number 24, H, carries 0.19; number 25, H, carries 0.19; number 26, C, carries -0.20; number 27, Br, carries 0.03; number 28, Br, carries -0.01; number 29, Br, carries -0.02; number 30, H, carries 0.21; number 31, C, carries -0.35; number 32, Br, carries 0.01; number 33, Br, carries -0.03; number 34, Br, carries -0.03; number 35, H, carries 0.39; number 36, C, carries -0.48; number 37, Br, carries 0.02; number 38, Br, carries 0.09; number 39, Br, carries -0.02; number 40, H, carries 0.43; number 41, C, carries -0.24; number 42, Br, carries 0.04; number 43, Br, carries -0.01; number 44, Br, carries 0.00; number 45, H, carries 0.27; number 46, C, carries -0.25; number 47, Br, carries 0.01; number 48, Br, carries -0.05; number 49, Br, carries -0.02; number 50, H, carries 0.37; number 51, C, carries 0.69; number 52, Br, carries 0.00; number 53, Br, carries 0.00; number 54, Br, carries 0.00; number 55, H, carries -0.73; number 56, C, carries -0.23; number 57, Br, carries 0.00; number 58, Br, carries -0.05; number 59, Br, carries -0.02; number 60, H, carries 0.28; number 61, C, carries 0.04; number 62, Br, carries 0.02; number 63, Br, carries -0.01; number 64, Br, carries -0.01; number 65, H, carries -0.06; number 66, C, carries -0.07; number 67, Br, carries -0.02; number 68, Br, carries -0.01; number 69, Br, carries 0.00; number 70, H, carries 0.07; number 71, C, carries 0.14; number 72, Br, carries 0.09; number 73, Br, carries 0.00; number 74, Br, carries -0.04; number 75, H, carries -0.18; number 76, C, carries -0.33; number 77, Br, carries -0.03; number 78, Br, carries 0.05; number 79, Br, carries -0.03; number 80, H, carries 0.40; number 81, C, carries -0.29; number 82, Br, carries 0.04; number 83, Br, carries -0.03; number 84, Br, carries -0.03; number 85, H, carries 0.32; number 86, C, carries -0.36; number 87, Br, carries 0.06; number 88, Br, carries -0.04; number 89, Br, carries -0.02; number 90, H, carries 0.35; number 91, C, carries -0.31; number 92, Br, carries -0.01; number 93, Br, carries -0.01; number 94, Br, carries -0.02; number 95, H, carries 0.34; number 96, C, carries -0.36; number 97, Br, carries -0.01; number 98, Br, carries -0.03; number 99, Br, carries 0.00

---

(2)
The following is a quantum chemistry calculation of a molecular structure, C25H35BrN8O5Pb at a distorted geometry, from OMol25.

Geometry (Å):
Pb  0.01  -0.09  -0.33
O  3.24  2.61  1.77
C  2.28  1.71  1.62
O  1.66  1.33  0.59
C  1.60  0.87  2.56
C  1.87  0.85  3.99
C  1.13  -0.04  4.89
C  0.14  -0.88  4.35
C  -0.11  -0.83  2.87
N  0.66  0.13  1.69
C  -1.10  -1.73  2.33
O  -1.84  -2.59  3.04
O  -1.20  -1.59  1.10
H  3.40  2.95  0.88
H  2.64  1.50  4.38
H  1.35  -0.06  5.95
H  -0.40  -1.55  5.01
H  -1.70  -2.62  3.99
C  4.35  -3.27  1.73
C  3.51  -2.89  0.55
C  3.72  -3.46  -0.72
C  2.92  -3.08  -1.78
C  1.93  -2.14  -1.52
Br  0.62  -1.35  -2.69
N  1.69  -1.57  -0.34
C  2.49  -1.97  0.67
H  5.11  -4.01  1.47
H  3.73  -3.69  2.52
H  4.87  -2.39  2.13
H  4.51  -4.19  -0.87
H  3.05  -3.50  -2.77
H  2.29  -1.50  1.63
C  -1.16  0.88  -5.44
N  -1.14  -0.38  -4.75
C  -1.49  -1.62  -5.47
C  -1.38  -2.80  -4.45
N  -0.99  -2.17  -3.22
C  -0.76  -2.99  -1.96
C  -0.83  -0.63  -3.40
N  -0.63  0.56  -2.37
C  -0.27  1.87  -2.55
C  -1.14  2.58  -1.44
N  -0.99  1.87  -0.25
C  -1.38  2.34  1.13
N  -1.34  1.83  2.54
C  -0.65  0.68  3.24
C  -2.09  2.70  3.41
C  -2.58  3.83  2.53
N  -2.09  3.53  1.20
C  -2.40  4.47  0.14
H  -1.44  0.72  -6.48
H  -0.16  1.33  -5.44
H  -1.91  1.55  -5.01
H  -0.79  -1.77  -6.30
H  -2.52  -1.55  -5.85
H  -0.62  -3.52  -4.77
H  -2.34  -3.31  -4.33
H  -0.94  -4.06  -2.17
H  -1.47  -2.68  -1.19
H  0.35  -2.89  -1.60
H  -0.51  2.34  -3.50
H  0.81  2.08  -2.35
H  -2.21  2.52  -1.72
H  -0.77  3.61  -1.43
H  0.12  0.08  2.47
H  -1.42  0.01  3.68
H  -0.03  1.04  4.02
H  -1.44  3.09  4.20
H  -2.93  2.15  3.86
H  -2.16  4.78  2.87
H  -3.67  3.88  2.53
H  -3.00  5.29  0.54
H  -3.00  4.00  -0.64
H  -1.50  4.92  -0.26
O  -1.57  -1.15  -0.69

Results
**Energy above the lowest of the compared OMol25 structures with the same formula, charge and spin**: 38.810 eV
**Gap between HOMO and LUMO (spin up / spin down)**: 5.124 / 4.955 eV
**E_HOMO (spin up / spin down)**: -4.8 / -5.0 eV

Partial charges, Mulliken, in e: number 1, Pb, carries 1.68; number 2, O, carries -0.61; number 3, C, carries -0.19; number 4, O, carries -0.36; number 5, C, carries 0.46; number 6, C, carries -1.46; number 7, C, carries -1.02; number 8, C, carries -0.96; number 9, C, carries 2.39; number 10, N, carries -0.27; number 11, C, carries -0.48; number 12, O, carries -0.55; number 13, O, carries -0.11; number 14, H, carries 0.38; number 15, H, carries 0.48; number 16, H, carries 0.44; number 17, H, carries 0.32; number 18, H, carries 0.36; number 19, C, carries -1.42; number 20, C, carries 0.39; number 21, C, carries -0.65; number 22, C, carries -1.07; number 23, C, carries 0.23; number 24, Br, carries -0.45; number 25, N, carries 0.49; number 26, C, carries -0.33; number 27, H, carries 0.38; number 28, H, carries 0.31; number 29, H, carries 0.31; number 30, H, carries 0.35; number 31, H, carries 0.47; number 32, H, carries 0.32; number 33, C, carries -1.17; number 34, N, carries 0.17; number 35, C, carries -0.72; number 36, C, carries -0.52; number 37, N, carries 0.41; number 38, C, carries -0.81; number 39, C, carries -0.47; number 40, N, carries 0.04; number 41, C, carries -1.07; number 42, C, carries -0.37; number 43, N, carries 0.22; number 44, C, carries -0.09; number 45, N, carries 0.64; number 46, C, carries -1.90; number 47, C, carries -0.63; number 48, C, carries -0.78; number 49, N, carries 0.12; number 50, C, carries -1.10; number 51, H, carries 0.41; number 52, H, carries 0.33; number 53, H, carries 0.31; number 54, H, carries 0.41; number 55, H, carries 0.41; number 56, H, carries 0.30; number 57, H, carries 0.28; number 58, H, carries 0.50; number 59, H, carries 0.20; number 60, H, carries 0.41; number 61, H, carries 0.44; number 62, H, carries 0.04; number 63, H, carries 0.32; number 64, H, carries 0.26; number 65, H, carries 0.45; number 66, H, carries 0.70; number 67, H, carries 0.91; number 68, H, carries 0.35; number 69, H, carries 0.35; number 70, H, carries 0.39; number 71, H, carries 0.39; number 72, H, carries 0.39; number 73, H, carries 0.33; number 74, H, carries 0.36; number 75, O, carries -1.07

---

(3)
The following is a quantum chemistry calculation of a molecular structure, C25H35CeN7O2S at a distorted geometry, from OMol25.

Geometry (Å):
Ce  -0.38  0.52  0.28
N  -1.16  2.39  -1.41
C  -2.52  2.27  -1.98
C  -3.48  1.98  -0.84
N  -3.06  0.73  -0.18
H  -1.12  3.24  -0.84
H  -0.48  2.57  -2.15
H  -2.52  1.44  -2.69
H  -2.82  3.16  -2.52
H  -4.51  1.93  -1.21
H  -3.44  2.79  -0.10
H  -3.30  -0.05  -0.80
H  -3.63  0.58  0.65
C  3.60  4.00  -2.29
C  2.85  2.84  -2.58
C  1.98  2.33  -1.66
C  1.83  2.96  -0.39
C  0.95  2.50  0.62
C  0.80  3.09  1.84
C  1.59  4.25  2.12
C  2.45  4.73  1.18
C  2.59  4.11  -0.09
C  3.48  4.61  -1.08
H  4.28  4.39  -3.03
H  2.96  2.36  -3.55
H  1.42  1.42  -1.90
H  0.12  2.72  2.60
H  1.50  4.74  3.08
H  3.04  5.61  1.39
H  4.07  5.50  -0.85
C  -4.48  -4.87  -2.13
C  -3.77  -4.13  -1.00
C  -2.56  -3.37  -1.55
S  -1.75  -2.49  -0.20
O  -0.93  -1.33  -0.90
C  -0.51  -3.67  0.40
C  0.78  -3.76  -0.40
C  0.65  -4.32  -1.80
H  -5.34  -5.41  -1.75
H  -3.82  -5.59  -2.61
H  -4.84  -4.17  -2.90
H  -3.45  -4.85  -0.24
H  -4.45  -3.44  -0.51
H  -2.85  -2.59  -2.25
H  -1.85  -4.03  -2.04
H  -1.06  -4.62  0.41
H  -0.34  -3.37  1.44
H  1.44  -4.39  0.20
H  1.25  -2.77  -0.42
H  0.11  -5.27  -1.81
H  1.63  -4.50  -2.23
H  0.14  -3.62  -2.47
O  -0.81  -0.68  2.07
N  -1.60  0.33  2.40
C  -2.34  0.21  3.45
C  -3.21  1.31  3.75
N  -3.94  2.17  3.94
C  -2.33  -0.98  4.24
N  -2.29  -1.96  4.82
C  5.33  0.70  1.42
N  3.98  0.13  1.44
C  3.36  -0.44  2.52
C  2.12  -0.79  2.09
N  1.96  -0.43  0.76
C  3.12  0.12  0.42
H  5.98  0.09  2.05
H  5.30  1.72  1.80
H  5.70  0.69  0.40
H  3.85  -0.56  3.47
H  1.35  -1.30  2.64
H  3.38  0.51  -0.55

Results
**Net charge**: +2
**Energy above the lowest of the compared OMol25 structures with the same formula, charge and spin**: 0.000 eV
**Gap between HOMO and LUMO (spin up / spin down)**: 6.681 / 6.680 eV
**E_HOMO (spin up / spin down)**: -13.7 / -13.7 eV

Partial charges, Mulliken, in e: number 1, Ce, carries 1.02; number 2, N, carries -0.36; number 3, C, carries -0.70; number 4, C, carries -0.81; number 5, N, carries -0.39; number 6, H, carries 0.31; number 7, H, carries 0.23; number 8, H, carries 0.41; number 9, H, carries 0.43; number 10, H, carries 0.43; number 11, H, carries 0.39; number 12, H, carries 0.15; number 13, H, carries 0.22; number 14, C, carries -0.84; number 15, C, carries -1.17; number 16, C, carries -0.49; number 17, C, carries 1.22; number 18, C, carries 0.84; number 19, C, carries -0.50; number 20, C, carries -1.03; number 21, C, carries -0.92; number 22, C, carries 0.58; number 23, C, carries -0.82; number 24, H, carries 0.44; number 25, H, carries 0.46; number 26, H, carries 0.54; number 27, H, carries 0.44; number 28, H, carries 0.45; number 29, H, carries 0.46; number 30, H, carries 0.47; number 31, C, carries -1.36; number 32, C, carries -0.23; number 33, C, carries -0.79; number 34, S, carries 0.64; number 35, O, carries -0.58; number 36, C, carries -0.97; number 37, C, carries 0.27; number 38, C, carries -1.52; number 39, H, carries 0.39; number 40, H, carries 0.34; number 41, H, carries 0.35; number 42, H, carries 0.31; number 43, H, carries 0.35; number 44, H, carries 0.48; number 45, H, carries 0.23; number 46, H, carries 0.62; number 47, H, carries 0.40; number 48, H, carries 0.53; number 49, H, carries -0.25; number 50, H, carries 0.36; number 51, H, carries 0.45; number 52, H, carries 0.35; number 53, O, carries -0.32; number 54, N, carries 0.19; number 55, C, carries 1.05; number 56, C, carries -0.35; number 57, N, carries -0.36; number 58, C, carries -0.01; number 59, N, carries -0.36; number 60, C, carries -0.87; number 61, N, carries 0.21; number 62, C, carries -0.99; number 63, C, carries -0.42; number 64, N, carries 0.17; number 65, C, carries -0.51; number 66, H, carries 0.37; number 67, H, carries 0.32; number 68, H, carries 0.33; number 69, H, carries 0.49; number 70, H, carries 0.61; number 71, H, carries 0.60